Entry 1:
A structure of composition C31H18BrCrN5O, computed with wB97M-V/def2-TZVPD.

Gap between HOMO and LUMO (spin up / spin down) = 6.923 / 7.040 eV
Multiplicity = 5
HOMO energy (spin up / spin down) = -7.472 / -7.691 eV
<S²> = 6.022

CARTESIAN COORDINATES (ANGSTROEM)
Br 5.139 -5.908 4.608
Cr -0.991 0.222 -0.294
O -0.462 -0.610 1.438
N 5.620 0.046 3.397
N -4.809 8.530 -4.405
N -2.466 -1.069 -0.773
N 4.787 0.753 2.819
N 0.982 0.944 -0.161
C -3.831 -3.078 -1.672
C -2.698 3.966 -2.475
C 5.120 -2.265 2.652
C 5.655 -1.818 4.952
C 3.630 1.567 0.357
C 3.028 1.967 -0.799
C -4.056 -5.424 -2.073
C 3.436 0.326 2.535
C 2.611 -0.355 3.391
C 5.396 -1.364 3.671
C -3.054 -1.965 -1.179
C -2.134 2.755 -1.949
C -1.887 4.919 -3.099
C 0.737 -0.296 1.851
C 1.573 0.506 0.993
C -3.791 6.330 -3.479
C 1.676 1.639 -1.027
C -5.078 -2.833 -2.236
C 5.564 -3.173 5.244
C 5.258 -4.061 4.228
C -2.425 6.090 -3.598
C -3.310 -4.365 -1.583
C 2.900 0.811 1.311
C -5.302 -5.190 -2.641
C -4.068 4.220 -2.368
C 5.052 -3.620 2.929
C 1.275 -0.662 3.071
C -4.358 7.555 -3.995
C -1.648 1.722 -1.519
C -5.814 -3.902 -2.720
C -4.612 5.390 -2.863
H 4.842 -4.329 2.141
H -6.787 -3.727 -3.158
H 4.959 -1.910 1.643
H -3.666 -6.431 -2.008
H 5.747 -3.533 6.247
H 1.143 1.983 -1.905
H -5.878 -6.019 -3.029
H 0.659 -1.210 3.771
H 2.990 -0.657 4.358
H -1.793 6.824 -4.079
H 4.659 1.824 0.571
H -4.701 3.485 -1.889
H -0.827 4.727 -3.189
H 5.920 -1.106 5.724
H -2.341 -4.526 -1.133
H -5.673 5.582 -2.776
H -5.460 -1.823 -2.289
H 3.563 2.546 -1.539

Entry 2:
A cluster of 11 separate species, C31H84N2O11 in total in a non-equilibrium geometry, computed with wB97M-V/def2-TZVPD.

Gap between HOMO and LUMO = 9.612 eV
Multiplicity = 1
HOMO energy = -9.349 eV
SMILES = NC(N)=O.CC(C)O.CC(C)O.CC(C)O.CC(C)O.CC(C)O.CC(C)O.CC(C)O.CC(C)O.CC(C)O.CC(C)O

CARTESIAN COORDINATES (ANGSTROEM)
O 11.234 -4.106 20.848
O 18.575 -4.065 24.320
O 14.896 -6.466 17.119
O 12.369 -6.048 16.067
O 10.398 -2.401 16.982
O 19.115 -3.279 16.743
O 13.709 1.360 17.906
O 13.099 -8.450 22.039
O 14.976 -2.780 11.197
O 22.082 -7.421 19.149
O 16.168 -10.951 16.012
N 11.102 -7.628 17.072
N 10.408 -5.410 17.027
C 17.979 -4.842 22.106
C 14.278 -8.532 21.210
C 14.828 -2.079 13.537
C 14.402 -4.454 12.821
C 18.786 -1.312 17.971
C 21.196 -6.942 20.149
C 11.339 -6.342 16.668
C 11.854 -1.825 20.244
C 18.216 -3.627 22.994
C 13.830 -8.757 19.780
C 18.431 -10.125 16.027
C 15.157 -4.051 16.952
C 15.942 0.559 18.262
C 12.192 -3.306 20.161
C 15.845 -5.416 16.966
C 16.962 -9.767 16.176
C 15.016 -7.230 21.403
C 21.634 -7.323 21.559
C 10.497 0.037 17.003
C 14.272 -2.981 12.432
C 12.467 -1.472 16.407
C 10.968 -1.255 16.356
C 16.525 -8.761 15.139
C 14.497 1.239 20.186
C 13.571 -3.655 20.717
C 19.772 -7.424 19.866
C 14.867 1.515 18.732
C 19.378 -2.795 22.500
C 20.864 -1.680 16.627
C 16.941 -5.558 17.991
C 19.824 -2.296 17.544
H 20.312 -2.815 18.373
H 11.100 0.877 16.663
H 12.668 -9.309 22.003
H 10.420 -4.067 20.338
H 12.167 -3.627 19.109
H 9.651 -5.616 17.650
H 19.083 -9.247 16.053
H 22.491 -8.238 19.446
H 15.803 -3.210 17.205
H 14.893 -9.385 21.522
H 15.892 -3.000 11.399
H 11.800 -8.295 16.791
H 19.746 -3.985 16.566
H 18.210 -0.953 17.118
H 14.385 -6.396 21.112
H 16.786 -9.030 14.115
H 18.230 -4.951 24.459
H 19.470 -7.307 18.833
H 16.523 -5.514 19.009
H 13.957 -4.524 20.186
H 14.028 -6.060 16.974
H 17.078 -7.829 15.319
H 13.595 1.730 20.551
H 19.244 -2.591 21.425
H 14.846 -3.881 15.920
H 18.783 -10.825 16.785
H 12.887 -1.676 17.395
H 19.106 -6.960 20.598
H 15.228 2.548 18.675
H 13.103 -0.634 16.104
H 14.331 -2.880 20.619
H 10.721 -1.250 15.286
H 17.242 -5.484 22.598
H 13.211 -2.766 12.308
H 18.055 -1.780 18.639
H 13.472 -7.829 19.329
H 16.824 -9.367 17.185
H 16.467 0.962 17.397
H 16.312 -5.544 15.977
H 11.891 -1.558 21.309
H 10.800 -1.690 19.991
H 22.712 -7.428 21.654
H 14.265 -4.079 17.583
H 19.696 -8.473 20.185
H 15.467 -4.712 12.905
H 15.940 -7.253 20.823
H 16.766 -11.697 15.923
H 17.531 -6.468 17.890
H 19.396 -1.774 22.891
H 17.306 -3.022 23.052
H 12.718 -2.270 15.706
H 14.023 -5.115 12.044
H 10.220 -7.990 17.382
H 12.920 1.584 18.407
H 14.069 -1.558 14.113
H 20.398 -1.172 15.778
H 10.537 -0.051 18.091
H 15.513 -0.397 17.945
H 13.147 -9.589 19.603
H 15.484 -2.651 14.200
H 13.384 -3.883 21.770
H 10.477 -4.487 16.635
H 15.346 1.516 20.819
H 21.127 -5.849 20.102
H 16.639 0.279 19.051
H 15.486 -1.292 13.157
H 15.467 -8.539 15.260
H 17.631 -4.712 18.031
H 20.359 -3.252 22.607
H 18.602 -10.527 15.020
H 17.684 -4.572 21.093
H 21.236 -6.618 22.292
H 12.540 -1.213 19.666
H 21.522 -2.421 16.161
H 19.210 -0.481 18.536
H 14.692 -9.014 19.142
H 9.446 0.212 16.751
H 15.271 -7.172 22.463
H 13.950 -4.632 13.798
H 21.538 -0.954 17.094
H 9.439 -2.357 17.045
H 18.897 -5.434 22.055
H 21.153 -8.265 21.852
H 14.366 0.165 20.353

DFT total energy (eV)
-140398.995; -59011.727
Energy above the lowest of the compared OMol25 structures with the same formula, charge and spin (kcal/mol)
0.9; 43.4
Molar mass (g/mol)
608.4; 661.0